(1)
Below is a molecular structure, C31H64Ca2NO9, with properties calculated with ωB97M-V/def2-TZVPD.

Geometry as XYZ:
```
107
Properties=species:S:1:pos:R:3:lowdin_charge:R:1
H -5.49987 4.01277 -3.03312 0.141
H 1.26213 2.35591 4.19069 0.131
C 1.77746 1.76107 3.43657 -0.184
C -5.00371 3.07423 -3.28024 -0.090
C 4.93359 -1.62086 -2.32222 -0.247
H -2.86582 -0.79728 1.20375 0.108
H 6.78920 -0.78251 -2.46787 0.110
C 3.48582 0.06038 0.08993 -0.050
C 3.10508 -1.27664 -0.62639 -0.199
H -3.29961 -1.70730 3.77487 0.095
N 3.52853 -1.29209 -2.04712 -0.345
H 3.57957 -2.12195 -0.12798 0.138
C -1.18071 -4.27970 2.71985 -0.055
C 0.90350 3.81276 0.62114 -0.171
H -1.96784 -3.70397 3.20674 0.177
H -2.72912 2.09663 -5.41445 0.123
C -0.03346 0.68609 -0.80005 -0.790
H -1.78175 5.66245 1.17111 0.121
C -2.63799 -1.85135 -3.42964 -0.187
H 4.54277 0.28267 0.23674 0.077
C -2.99735 0.17180 1.68508 -0.221
H -5.67009 2.21896 -3.16817 0.137
H -3.81258 -0.42002 4.86640 0.131
O 1.27516 5.17183 0.19695 -0.139
C -0.61075 3.91367 0.83934 -0.164
H 1.26593 3.04317 -0.06039 0.085
O 0.88580 0.69286 -1.67018 -0.269
H 2.02455 -1.26466 -0.48353 0.093
H -5.16319 2.91211 -5.43706 0.143
H 2.09192 -0.36681 3.24889 0.083
H 0.16848 -3.59872 0.06394 0.142
H -1.01376 -2.38269 0.33804 0.140
H 4.58361 0.91125 2.92879 0.101
H -4.46860 1.00003 3.00782 0.133
C -4.09794 0.01515 2.72369 -0.146
C 3.40867 0.68015 4.73386 -0.170
H 2.94674 -2.35588 -3.76892 0.134
H 0.69149 6.87111 1.25818 0.134
C 0.21697 -3.75823 3.07466 -0.094
C 2.72923 -2.29942 -2.70234 -0.314
H 0.01283 -1.71994 2.38680 0.101
H -3.26986 0.95721 0.98010 0.119
H 0.99413 -4.51777 2.98965 0.142
C -2.56183 -4.01031 -2.53425 -0.177
H -3.79622 2.26249 -1.56018 0.128
O -2.89998 2.03795 -3.30454 -0.374
C 2.12606 0.37452 4.04724 -0.173
H -0.57131 0.72515 0.89330 0.085
H -2.90844 -4.98519 -2.87716 0.151
C -4.40629 3.12997 -4.68357 -0.148
C -3.47067 1.96021 -4.62731 -0.190
H -3.17876 -1.12876 -2.81846 0.120
H -3.95072 4.04497 -5.06216 0.135
H -2.57010 -1.56684 -4.47966 0.126
C -1.17021 -3.60474 -2.84575 -0.177
H -1.37071 -5.29168 3.07749 0.175
H 2.02704 -4.22449 -2.73051 0.094
Ca 2.68380 0.58720 -3.19715 1.643
O -1.29172 -4.22094 1.31240 0.169
H -2.02660 1.07315 4.27551 0.134
H 4.01223 -0.19718 4.96649 0.128
H 0.27571 -3.37581 4.09368 0.145
H 4.91585 2.16249 4.10378 0.138
C 5.90949 -0.61054 -1.84767 -0.056
H -1.00132 3.15501 1.51756 0.106
H 1.38439 0.03448 4.77001 0.110
C -0.74707 5.35725 1.32729 -0.149
C -0.46974 -3.18113 0.84265 -0.098
H -1.09394 3.72867 -0.12004 0.082
H 6.12979 -0.75762 -0.79034 0.097
H -2.70372 -3.92676 -1.45676 0.113
O -1.79962 0.38960 2.39086 -0.205
H 2.38123 -3.79120 -1.09480 0.074
H -0.50558 5.54965 2.37265 0.128
H 5.10043 -1.79122 -3.38582 0.138
H -4.02514 1.02741 -4.72997 0.141
H 1.68918 -1.98190 -2.62763 0.082
H 5.51605 0.40148 -1.94309 0.070
H 1.14132 1.59795 2.56662 0.078
H 1.43953 -2.55063 1.80632 0.120
O -3.33347 -3.09530 -3.32423 -0.091
C 4.13387 1.50430 3.72511 -0.197
O 0.24734 0.44289 0.47890 0.156
H 3.00356 0.96259 -0.28629 0.056
H -4.87274 -0.65838 2.35744 0.129
H -0.41265 -1.60552 -3.37152 0.080
C -1.25017 -2.09534 -2.87479 -0.187
O -1.15678 1.08184 -1.15482 -0.068
C -1.98257 0.09817 3.79015 -0.142
Ca -0.63135 2.10931 -3.24684 1.675
H 5.11450 -2.55648 -1.79310 0.135
H -3.18832 3.80319 -2.32027 0.128
O 3.08613 2.28577 3.16486 -0.144
H 3.72387 -4.16002 -2.19892 0.103
H -1.21770 -1.68178 -1.86681 0.081
H -0.16224 6.58514 -0.33834 0.120
H -0.97345 -4.01876 -3.83468 0.139
H 3.36497 1.25970 5.65599 0.140
H 1.38043 3.62789 1.58367 0.104
C 0.38170 -2.68287 2.03353 -0.134
H -0.45850 -4.05029 -2.15074 0.097
C 2.74689 -3.68385 -2.11600 -0.043
H 3.14560 0.06099 1.12547 0.069
C 0.29326 6.14548 0.54897 -0.181
C -3.37141 -0.62590 3.89116 -0.129
H -1.21961 -0.55584 4.21236 0.106
C -3.70240 2.85392 -2.47095 -0.171
```

LUMO level (spin up / spin down) = -0.51025 / -0.54185 Eh
⟨S²⟩ = 0.754
F_max = 4.0 eV/A
spin multiplicity = 2
HOMO-LUMO gap (spin up / spin down) = 3.41 / 2.55 eV
net charge = +4

(2)
Below is a molecular structure, C31H65CaN10O6P2SSeSi, with properties calculated with ωB97M-V/def2-TZVPD.

Geometry as XYZ:
```
118
Properties=species:S:1:pos:R:3:lowdin_charge:R:1
C 0.64098 -2.86030 -2.78428 -0.117
H -3.80702 1.60822 1.44814 0.063
C -0.41441 -0.21095 -5.43474 -0.727
Si -0.15838 2.76434 1.47917 -0.173
H 2.30464 -5.91954 0.55527 0.074
H -4.31163 0.31146 4.44996 0.160
H -2.66484 -1.17282 -4.54373 0.052
O 0.66195 3.85308 0.56638 -0.155
H -2.42707 0.74199 6.09072 0.119
H -3.71950 -1.84891 -1.05861 0.113
H 1.41585 -6.07292 -2.06970 0.067
Se -0.49839 0.48694 -3.72943 0.671
C -2.55405 2.63186 0.03081 -0.613
H -4.55682 3.03641 0.71702 0.094
H -1.85390 6.14510 2.56450 0.087
H -0.19230 6.11263 1.94459 0.083
H -3.23018 0.77739 -0.84534 0.054
N -1.55248 -0.66384 3.23805 0.033
C 3.40277 -2.41382 3.14290 -0.076
N 3.87359 -1.87811 0.22339 -0.291
H 1.17574 -6.83958 1.55180 0.091
H -3.12083 -1.95530 -6.07903 0.094
O -0.59282 -3.00775 -0.01727 -0.337
H 0.76390 5.04150 -1.77611 0.081
H -0.16392 -0.08063 4.76808 0.091
H 3.89606 3.55346 -0.29470 0.088
C 1.69818 4.99358 -1.21370 -0.025
C -5.17303 -1.49169 0.54852 -0.061
H 5.49249 -2.84391 -0.67165 0.093
C -3.62301 2.63282 1.11515 -0.012
H 2.60221 -4.78298 -2.38374 0.091
H 3.68981 -3.47003 3.18808 0.094
H -5.62233 -0.96668 2.55904 0.160
H 2.53142 5.01468 -1.91939 0.089
H -0.12433 -2.17607 -2.43695 0.023
H 1.53329 4.63572 3.02580 0.075
H -1.23472 5.22789 5.48433 0.089
C -2.85663 -0.53097 3.16611 -0.290
H -0.53725 6.83844 3.52718 0.090
C 0.23165 -0.57125 -7.55963 -0.043
H 4.23858 -1.82637 2.77435 0.069
C 1.74580 3.73082 -0.36824 -0.642
H -1.34955 3.49365 5.12383 0.077
H 5.54471 -2.84286 1.09835 0.085
H 1.03326 2.13357 -6.04346 0.089
H 0.12439 -2.68438 2.29002 0.043
C 1.02731 -2.86367 2.87747 -0.089
C 1.49090 1.16403 -6.22857 -0.040
N -4.92658 -1.08743 1.84384 0.124
H 1.14540 5.22160 4.65062 0.092
C 3.05761 3.65105 0.40023 -0.038
H 4.42002 -3.91187 0.23673 0.076
H 4.98606 -0.33098 -0.65073 0.095
P 0.46330 -3.98451 -0.40502 0.480
H -2.02416 -2.77776 -4.94490 0.088
H 1.61016 1.58522 -0.65482 0.045
H -1.30904 -2.09707 -7.94794 0.123
N 0.46391 0.14774 -6.40053 -0.134
H 0.57510 2.53791 -1.74033 0.044
C -1.47961 4.49680 4.71165 -0.029
H -2.52678 4.62570 4.43010 0.084
C -2.29781 0.27890 5.12895 -0.059
C -0.80849 -1.38728 -7.31412 -0.047
C -1.07248 -6.03154 0.24163 -0.077
H -1.44668 4.05255 -1.16480 0.082
H -3.14805 4.46807 -0.90284 0.097
O 1.95186 -3.58131 0.14467 -0.258
H 5.03216 -0.35101 1.12505 0.089
H 1.40153 -5.22266 -3.60811 0.091
C -3.95458 -1.56697 -0.04620 -0.126
N 0.60639 -4.12156 -2.02928 -0.278
H 1.05218 3.48673 4.28046 0.065
H -3.88900 2.22890 -1.60602 0.098
H -2.21919 1.76011 -1.91824 0.009
N -2.96916 -1.21494 0.84963 0.042
C -1.19397 -0.15092 4.46649 -0.145
C -2.99447 1.79612 -1.15385 -0.036
Ca -0.46048 -0.57639 0.89788 1.182
H 0.81899 -0.43061 -8.44901 0.123
H 3.20600 4.55843 0.98936 0.087
H -1.81961 -5.26098 0.06851 0.077
C -0.58426 4.67124 3.49506 -0.641
H 0.44961 -3.07991 -3.83535 0.080
C -0.80469 6.02905 2.84399 -0.024
H 2.31307 2.46050 -2.02566 0.092
N -3.35997 0.03501 4.28292 0.127
C 0.87742 4.48884 3.88657 -0.042
H 1.33338 -7.21517 -0.16772 0.082
C 1.54762 2.50201 -1.24692 -0.053
P 2.34393 -2.10741 0.68677 0.460
O -1.00361 3.67511 2.54925 -0.162
H -6.16731 -1.68329 0.18678 0.118
H -1.14291 -6.78370 -0.54870 0.090
H 3.04862 2.79572 1.07690 0.040
S 0.98081 1.24575 2.25605 0.319
C -2.32288 -1.81285 -5.35342 -0.034
O 1.42025 -1.11446 0.07022 -0.472
H 1.76108 5.87443 -0.57287 0.089
C -2.25458 4.05178 -0.43280 -0.017
H 1.61207 -2.36086 -2.70787 0.091
C 1.33142 -6.40211 0.56360 -0.096
H 3.58095 0.21858 0.27894 0.065
H -1.28924 -6.50878 1.19823 0.090
H 2.11849 0.91201 -5.37640 0.080
H 3.18246 -2.07286 4.15420 0.095
C 4.88519 -2.92846 0.23051 -0.083
C 4.39535 -0.50371 0.24950 -0.059
N 0.26750 -5.44401 0.28946 -0.294
N -1.20373 -1.15557 -6.00687 -0.130
N 2.21287 -2.19992 2.31833 -0.269
H -1.96746 4.69766 0.39649 0.074
O -1.35795 1.99115 0.57173 -0.242
H 1.17360 -3.94773 2.92127 0.094
H 2.08580 1.19926 -7.13764 0.091
C 1.56510 -5.10263 -2.53777 -0.087
H 0.84200 -2.48320 3.88048 0.088
H -3.30959 3.22887 1.97136 0.079
C -3.59101 -0.93459 1.97159 -0.299
```

ΔE to the lowest compared entry with this formula, charge and spin = 20.26 kcal/mol
LUMO level = -0.06082 Eh
F_max = 1.9 eV/A
HOMO-LUMO gap = 7.62 eV
net charge = +1

Among the records above, which one has the lowest F_max?
C31H65CaN10O6P2SSeSi

Which formula does entry 2 have?
C31H65CaN10O6P2SSeSi

Which value of F_max does entry 1 give?
4.0 eV/A